#w
C2H3NOS2 | ωB97M-V/def2-TZVPD

Results
2S+1: 1
HOMO energy (Ha): -0.3183

Atoms and positions in Å:
S (1.77, 0.54, -1.05)
S (-1.58, 1.38, 0.79)
O (-0.87, -2.25, 0.16)
N (0.15, -1.45, -0.63)
C (-0.16, 0.54, 1.09)
C (0.52, -0.25, -0.17)
H (0.63, -2.04, -1.42)
H (0.36, 0.40, 2.23)
H (-0.19, -2.77, 0.85)



#x
C2H3NOS2 | ωB97M-V/def2-TZVPD

Results
2S+1: 1
HOMO energy (Ha): -0.3397

Atoms and positions in Å:
S (0.28, -1.28, 1.16)
S (-2.02, 0.81, 0.11)
O (2.00, 0.59, -1.58)
N (0.48, -0.10, -0.07)
C (-0.52, 0.77, -0.49)
C (1.73, -0.11, -0.68)
H (-0.19, 1.35, -1.37)
H (2.36, -0.86, -0.25)
H (-0.95, -0.83, 1.45)



#y
C2H3NOS2 | ωB97M-V/def2-TZVPD

Results
2S+1: 1
HOMO energy (Ha): -0.3087

Atoms and positions in Å:
S (-0.97, -0.87, -1.36)
S (0.34, 2.38, -0.62)
O (-0.20, -0.19, 0.96)
N (0.20, -1.74, -0.64)
C (0.46, -1.26, 0.53)
C (-0.91, 0.32, -0.08)
H (1.51, 1.89, -0.01)
H (1.37, -1.44, 1.00)
H (-1.80, 0.92, 0.22)



#z
C2H3NOS2 | ωB97M-V/def2-TZVPD

Results
2S+1: 1
HOMO energy (Ha): -0.3454

Atoms and positions in Å:
S (0.48, -0.53, -1.91)
S (-1.20, -0.47, 0.68)
O (1.37, 0.84, 2.13)
N (-0.32, 0.97, 0.46)
C (-0.49, -1.15, -0.74)
C (0.91, 1.29, 0.92)
H (-0.32, 1.64, -0.45)
H (1.68, 2.02, -0.05)
H (-0.91, -2.11, -1.06)



Structures ranked by computed energy, the most stable listed first: #x, #y, #z, #w.



#w
C4H6O2 | ωB97M-V/def2-TZVPD

Results
2S+1: 1
HOMO energy (Ha): -0.3258

Atoms and positions in Å:
O (1.47, 0.66, -0.39)
O (-1.31, -0.52, 0.30)
C (-0.15, -1.27, 0.66)
C (-0.63, 0.31, -0.61)
C (0.67, -0.46, -0.66)
C (0.28, 1.43, -0.02)
H (-0.41, -2.37, 0.66)
H (0.21, 1.54, 1.07)
H (0.99, -1.46, -0.80)
H (0.26, 2.41, -0.51)
H (-1.27, 0.61, -1.45)
H (0.32, -1.04, 1.62)



#x
C4H6O2 | ωB97M-V/def2-TZVPD

Results
2S+1: 1
HOMO energy (Ha): -0.3454

Atoms and positions in Å:
O (-0.43, -0.19, -2.36)
O (-0.14, -1.26, 0.21)
C (-0.06, 0.84, 1.00)
C (0.16, 0.09, -0.06)
C (-0.47, 0.42, 2.17)
C (0.58, 0.28, -1.48)
H (0.57, -1.61, 0.76)
H (0.88, 1.31, -1.70)
H (-1.52, 0.22, 2.34)
H (0.25, 0.02, 2.88)
H (1.44, -0.38, -1.64)
H (-1.25, 0.27, -2.13)



#y
C4H6O2 | ωB97M-V/def2-TZVPD

Results
2S+1: 1
HOMO energy (alpha / beta) (Ha): -0.3099 / -0.3145

Atoms and positions in Å:
O (1.07, 0.93, 0.14)
O (-1.22, -1.24, 1.01)
C (0.96, -0.41, 0.39)
C (-0.50, -0.06, -1.16)
C (-0.04, -1.12, 1.28)
C (-0.18, 1.24, -0.45)
H (-0.05, 2.15, -1.05)
H (-0.93, 1.44, 0.34)
H (0.40, -1.67, 2.14)
H (-1.59, -0.20, -1.36)
H (0.08, -0.32, -2.03)
H (1.99, -0.74, 0.73)



#z
C4H6O2 | ωB97M-V/def2-TZVPD

Results
2S+1: 1
HOMO energy (Ha): -0.3650

Atoms and positions in Å:
O (-0.76, -1.63, 0.59)
O (1.34, 1.30, 1.06)
C (-0.44, -0.68, -0.09)
C (0.29, 0.79, 1.35)
C (-0.87, 0.71, 0.32)
C (0.55, -0.70, -1.21)
H (-0.01, -0.66, -2.15)
H (-1.93, 0.68, 0.61)
H (-0.71, 1.48, -0.44)
H (1.19, 0.18, -1.15)
H (0.21, 0.14, 2.25)
H (1.14, -1.62, -1.14)



Structures ranked by computed energy, the most stable listed first: #z, #x, #w, #y.